1.
The following is a DFT calculation (the ωB97M-V functional and the def2-TZVPD basis) of a molecular structure, C11H8Br2O2 at a distorted geometry.

Structure (XYZ):
```
23
Properties=species:S:1:pos:R:3:forces:R:3
C 0.378218 1.186912 -0.726625 -1.254 1.377 -0.044
C -0.671476 1.860697 -0.168162 1.017 -0.391 -0.778
C 2.062491 -0.333434 -0.318643 -0.108 -0.675 -0.186
C 1.036421 -1.059450 -0.840225 0.870 0.232 0.486
C 1.760086 1.114232 -0.230917 0.204 -0.095 0.240
C -1.945083 1.110183 -0.540039 0.170 -0.261 0.110
C -0.747129 1.956811 1.320542 0.171 0.389 0.344
C -0.999097 0.420000 1.532111 -0.007 -0.159 0.278
C -0.048113 -0.159689 -1.192488 -1.896 0.131 1.633
C -1.539871 -0.119358 0.200809 1.326 -0.605 -1.430
C 0.975955 -2.533627 -0.997335 -0.008 -0.073 -0.062
O 2.466233 1.985652 0.216887 -0.141 0.010 -0.044
O -2.891489 1.377121 -1.212282 -0.157 0.118 -0.184
Br 3.692890 -1.027411 0.281685 -0.176 0.051 -0.062
Br -2.578588 -1.700361 0.261572 -0.150 0.094 -0.001
H 0.174152 2.291431 1.788248 -0.004 0.001 0.017
H -1.584508 2.557961 1.671611 0.012 -0.001 0.042
H -0.082494 -0.097882 1.827301 0.044 0.027 -0.039
H -1.742076 0.252101 2.315440 0.030 -0.061 -0.090
H -0.638165 -0.343086 -2.078083 0.031 -0.014 -0.227
H 1.672535 -2.856794 -1.772254 0.030 -0.034 -0.031
H -0.025659 -2.859198 -1.268041 -0.012 -0.009 0.004
H 1.274756 -3.022821 -0.071114 0.008 -0.052 0.024
```
Forces are in eV/Å.

The calculation puts the energy above the lowest of the compared OMol25 structures with the same formula, charge and spin at 0.0 kJ/mol. The calculation puts the LUMO energy at -0.949 eV. The frontier orbital gap is 8.02 eV.

---

2.
The following is a DFT calculation (the ωB97M-V functional and the def2-TZVPD basis) of a molecular structure, C22H20BrCoF6N5O4S3 at a distorted geometry.

Structure (XYZ):
```
62
Properties=species:S:1:pos:R:3:forces:R:3
Co 0.985008 -0.810335 0.004108 -0.014 -0.362 0.060
S 3.249560 -0.819192 1.041107 -0.211 0.420 -0.380
C 3.425316 0.884808 1.370514 0.287 0.412 0.838
C 4.469747 1.273489 2.233030 0.518 0.387 0.420
C 4.789727 2.602644 2.613335 -0.586 -1.116 -1.353
C 5.850037 2.856881 3.542437 0.967 0.725 1.517
N 6.631800 3.103099 4.380262 -1.300 -0.569 -1.705
C 4.002534 3.609672 1.995974 0.120 -0.204 0.619
C 2.876607 3.257151 1.265684 0.045 -0.146 0.075
C 2.538988 1.932906 0.960481 0.481 -0.222 -0.123
S 1.113154 1.640032 0.055600 -0.617 -0.183 -0.332
C 4.246098 4.983755 2.271678 -0.085 0.667 0.819
N 4.391329 6.071567 2.635292 0.084 -0.273 -0.454
H 5.073896 0.465746 2.635018 0.010 0.116 0.040
H 2.170856 4.025272 0.972172 0.213 0.064 -0.182
N 0.310859 -0.711757 2.151813 -0.438 3.153 -1.554
N -1.088885 -0.603865 2.217293 1.129 -0.378 0.384
C -1.855922 -0.697095 1.051823 -0.763 1.130 0.426
O -3.081031 -0.566995 1.249118 -0.124 0.015 -0.303
O -1.256229 -0.825485 -0.043825 0.651 -0.477 -0.500
H 0.616821 -1.438505 2.700290 1.054 -1.751 1.457
H 0.824211 0.192006 2.341082 -0.876 -1.359 -0.195
H -1.448748 -0.121389 3.018526 -0.483 -0.026 -0.096
Br -4.349107 3.551007 3.550283 -0.123 -0.125 -1.144
C -4.622880 3.583891 1.614769 0.204 0.262 0.064
C -4.042253 2.658685 0.744149 -0.490 -0.851 0.761
C -4.357007 2.805024 -0.587701 0.219 0.877 -1.625
C -5.106888 3.916602 -1.042364 0.677 -0.176 -0.683
N -5.581250 4.818639 -0.212705 -0.519 0.451 0.761
C -5.368935 4.641351 1.090346 0.646 -1.021 0.254
H -3.495295 1.742568 1.043946 -0.157 0.700 0.090
H -3.877317 2.155270 -1.322906 -0.360 -0.039 0.287
H -5.282854 4.217387 -2.113083 0.349 -1.024 1.003
H -5.774781 5.332753 1.787727 -0.397 0.724 0.268
O 1.321575 -0.724204 -2.217094 -0.344 -0.790 -0.122
S 0.764566 -1.700553 -3.251086 0.708 1.309 0.519
C 0.636803 -0.504204 -4.609206 0.584 1.013 0.750
C -0.337183 0.598189 -4.084030 0.779 -0.816 -1.680
C -1.494420 -0.191143 -3.497832 0.077 -1.089 0.263
C -0.997200 -1.640463 -3.096686 -0.649 0.939 0.630
H 0.309460 -0.933563 -5.534641 -0.384 -0.484 -0.492
H 1.638122 -0.104519 -4.743316 0.199 -0.052 -0.086
H -0.595468 1.150652 -5.008952 -0.160 0.160 0.676
H 0.173904 1.252481 -3.358983 -0.339 -0.397 -0.286
H -2.386231 -0.323635 -4.109934 0.150 0.328 -0.375
H -1.790343 0.313306 -2.605798 -0.464 0.095 0.796
H -1.379970 -2.501751 -3.643737 -0.276 0.204 -0.229
H -1.232093 -1.741609 -2.040799 0.111 -0.466 0.256
C -0.799569 -4.133881 0.627452 1.353 0.319 1.437
C 0.695684 -4.078050 0.181312 -0.780 1.037 -1.785
O 1.084792 -2.895944 -0.426705 -0.823 -0.961 0.232
C 0.826474 -5.246508 -0.881066 -0.210 1.226 1.031
F 0.218781 -4.913402 -2.013116 0.333 0.804 -1.076
F 2.129343 -5.501646 -1.134058 -0.859 -0.853 -0.173
F 0.096697 -6.351259 -0.546267 1.306 -0.758 0.600
C 1.614209 -4.261296 1.364395 1.955 -0.075 -1.120
F 1.327926 -3.394426 2.318217 -0.046 0.384 0.725
F 2.932289 -4.079979 1.006097 -0.983 0.116 0.402
F 1.604254 -5.474333 1.911881 -0.471 -1.189 0.597
H -1.424288 -4.002609 -0.224631 -0.450 0.048 -0.682
H -0.907428 -3.233749 1.270717 -0.353 -0.842 -0.171
H -1.007870 -5.109503 1.132602 -0.077 0.987 -0.149
```
Forces are in eV/Å.

The net charge is -2. The calculation puts the energy above the lowest of the compared OMol25 structures with the same formula, charge and spin at 16.6 kJ/mol. The calculation puts the LUMO energy (spin up / spin down) at 3.853 / 3.853 eV. Its spin multiplicity is 4. The frontier orbital gap (spin up / spin down) is 5.60 / 5.63 eV.